Molecular formula: C13H19BFeNO3
Method: DFT, ωB97M-V/def2-TZVPD

The spin multiplicity is 6. As for the energy above the lowest of the compared OMol25 structures with the same formula, charge and spin: 0.0000 eV. As for the total charge: +2. The LUMO energy (alpha / beta) is -7.5 / -11.6 eV.

Geometry (Å):
O: -0.31 6.65 7.45
C: 0.16 5.74 8.02
Fe: 0.43 4.07 8.49
C: -1.33 3.67 8.86
O: -2.41 3.23 8.88
C: -0.13 3.47 6.91
O: -0.75 3.10 5.99
C: 1.23 1.52 9.24
C: 2.35 1.56 8.42
C: 2.98 2.71 7.98
C: 2.42 4.02 8.09
C: 2.14 4.61 9.39
C: 1.60 3.80 10.37
C: 0.79 2.67 9.98
H: 0.58 0.63 9.25
H: 2.76 0.60 8.09
H: 4.01 2.65 7.61
H: 2.66 4.70 7.26
H: 2.36 5.68 9.57
H: 1.60 4.09 11.43
H: -0.11 2.50 10.60
C: 4.08 2.06 2.34
N: 3.58 2.58 3.65
C: 3.69 4.08 3.57
C: 2.12 2.22 3.72
B: 4.32 1.99 4.94
H: 3.56 2.41 5.92
H: 3.47 2.50 1.55
H: 5.12 2.36 2.22
H: 4.00 0.97 2.33
H: 3.07 4.43 2.73
H: 3.37 4.54 4.50
H: 4.74 4.33 3.37
H: 1.59 2.67 2.87
H: 2.03 1.13 3.68
H: 1.69 2.59 4.66
H: 4.25 0.78 4.95
H: 5.42 2.50 5.07